# C4H11NO

A 2-piece molecular cluster, C4H11NO overall at a distorted geometry (the ωB97M-V functional and the def2-TZVPD basis, OMol25).

Structure (XYZ):
```
17
Properties=species:S:1:pos:R:3:mulliken_charge:R:1
C -1.82 -1.14 0.19 -0.572
C -2.49 -0.69 1.25 0.237
C -1.88 0.45 2.04 -0.953
H -2.13 -1.98 -0.44 0.269
H -0.82 -0.65 -0.11 -0.072
H -3.45 -1.19 1.51 0.286
H -2.17 0.43 3.03 0.346
H -2.21 1.45 1.64 0.228
H -0.81 0.43 1.87 0.238
N 2.62 0.55 -0.30 -0.576
C 2.18 0.69 -1.66 -0.215
O 2.12 -0.51 -2.35 -0.507
H 3.44 -0.07 -0.26 0.220
H 2.05 0.13 0.39 0.222
H 2.85 1.32 -2.40 0.236
H 1.21 1.22 -1.60 0.309
H 1.31 -0.44 -2.80 0.304
```

Calculated values
ΔE to the lowest compared entry with this formula, charge and spin	2.443	eV
frontier orbital gap	10.64	eV
SMILES string	C=CC.NCO